*P*
Computed, not measured: 5 unconnected molecules or ions with the total composition C5H20N2O5, with ωB97M-V/def2-TZVPD.

Geometry (Å):
C (1.84, 2.25, 1.94)
C (0.48, 1.79, 1.42)
N (0.63, 0.78, 0.36)
C (0.56, -0.60, 0.77)
C (1.81, -1.36, 0.34)
O (2.87, -0.75, 0.30)
N (1.79, -2.71, 0.18)
C (0.61, -3.51, 0.04)
H (2.39, 2.68, 1.09)
H (2.48, 1.39, 2.19)
H (1.82, 2.85, 2.83)
H (-0.10, 1.34, 2.22)
H (-0.07, 2.66, 1.07)
H (1.54, 0.94, -0.07)
H (-0.32, -1.04, 0.28)
H (0.40, -0.74, 1.84)
H (2.71, -3.07, -0.03)
H (-0.32, -2.94, 0.03)
H (0.62, -4.08, -0.88)
H (0.36, -4.19, 0.85)
O (-3.84, 0.25, -1.21)
H (-3.05, 0.80, -1.38)
H (-3.90, -0.31, -2.00)
O (-3.39, -0.55, 1.44)
H (-2.64, -0.54, 0.84)
H (-3.84, 0.28, 1.22)
O (-1.38, 2.08, -1.41)
H (-1.29, 2.12, -2.38)
H (-0.53, 1.73, -1.06)
O (0.23, 1.00, -3.53)
H (0.50, 0.51, -4.33)
H (1.02, 0.91, -2.97)

Its spin multiplicity is 1. The SMILES is CCNCC(=O)NC.O.O.O.O. The orbital gap comes out at 9.61 eV.

Computed Mulliken charges, given in elementary charges:
1. C -1.145
2. C -0.437
3. N -0.195
4. C -0.358
5. C 0.430
6. O -0.683
7. N -0.143
8. C -0.813
9. H 0.296
10. H 0.292
11. H 0.388
12. H 0.377
13. H 0.261
14. H 0.208
15. H 0.004
16. H 0.319
17. H 0.272
18. H 0.252
19. H 0.327
20. H 0.299
21. O -0.622
22. H 0.374
23. H 0.284
24. O -0.635
25. H 0.305
26. H 0.325
27. O -0.693
28. H 0.303
29. H 0.438
30. O -0.623
31. H 0.299
32. H 0.296

---

*Q*
Computed, not measured: 5 unconnected molecules or ions with the total composition C5H20N2O5, with ωB97M-V/def2-TZVPD.

Geometry (Å):
C (-1.19, -1.18, 1.39)
C (-1.35, -0.05, 0.39)
N (-0.05, 0.70, 0.26)
C (0.12, 1.61, 1.48)
C (-0.10, 1.49, -1.01)
C (-0.26, 0.64, -2.22)
N (0.38, -0.58, -2.19)
O (-0.95, 1.02, -3.16)
H (-2.08, -1.64, 1.70)
H (-0.54, -1.01, 2.24)
H (-0.62, -1.98, 0.86)
H (-1.71, -0.54, -0.52)
H (-2.16, 0.73, 0.66)
H (-0.84, 2.04, 1.88)
H (0.61, 1.01, 2.27)
H (0.83, 2.46, 1.27)
H (0.83, 2.13, -1.10)
H (-1.02, 2.16, -1.23)
H (0.21, -1.33, -2.88)
H (1.10, -0.84, -1.44)
O (1.80, -1.56, 1.51)
H (1.55, -0.68, 1.32)
H (1.79, -1.66, 2.47)
O (4.66, -1.13, 0.92)
H (4.76, -1.28, 0.03)
H (3.90, -0.63, 0.72)
O (-2.96, -1.37, -2.78)
H (-2.47, -1.78, -3.52)
H (-2.30, -0.73, -2.52)
O (-0.80, 1.31, 3.91)
H (-1.19, 0.58, 3.38)
H (-0.31, 0.93, 4.60)

Its spin multiplicity is 1. The SMILES is CCN(C)CC(N)=O.O.O.O.O. The orbital gap comes out at 9.90 eV.

Computed Mulliken charges, given in elementary charges:
1. C -1.462
2. C 0.419
3. N 0.292
4. C -1.164
5. C -0.473
6. C 0.057
7. N -0.177
8. O -0.597
9. H 0.400
10. H 0.259
11. H 0.327
12. H -0.215
13. H 0.370
14. H 0.349
15. H 0.318
16. H 0.374
17. H 0.338
18. H 0.270
19. H 0.250
20. H 0.206
21. O -0.589
22. H 0.246
23. H 0.305
24. O -0.557
25. H 0.288
26. H 0.250
27. O -0.661
28. H 0.326
29. H 0.295
30. O -0.659
31. H 0.327
32. H 0.287

---

Most stable structure: *P*